a) Computed, not measured: C4H8N4 as an isolated structure, with ωB97M-V/def2-TZVPD.

## Properties
gap between HOMO and LUMO: 8.794 eV
highest occupied orbital energy: -8.68 eV
LUMO level: 0.110 eV

XYZ file:
```
16
C4H8N4 ωB97M-V/def2-TZVPD
H 3.306 -1.198 0.148
N -0.434 1.234 -0.168
H -2.340 1.063 0.520
H -0.175 -0.359 -1.586
H 2.797 1.203 -0.268
H -3.563 -0.767 0.637
C 2.133 -0.830 0.081
N -1.776 -0.780 -0.600
C -2.496 -0.127 0.496
H 1.207 2.491 -0.039
N 1.969 0.522 0.042
H -1.798 -0.372 1.801
N 1.193 -1.742 0.094
C 0.780 1.376 0.012
C -0.730 0.001 -0.778
H -0.072 -1.714 -0.393
```


b) Computed, not measured: C4H8N4 as an isolated structure, with ωB97M-V/def2-TZVPD.

## Properties
gap between HOMO and LUMO: 8.790 eV
highest occupied orbital energy: -8.06 eV
LUMO level: 0.735 eV

XYZ file:
```
16
C4H8N4 ωB97M-V/def2-TZVPD
H -1.700 -0.599 1.146
C 0.371 -0.500 1.577
C 0.219 -0.532 0.070
H 0.152 2.853 -0.843
N -0.269 1.720 -0.426
C -0.855 -0.058 0.890
H -0.829 -1.742 -1.219
N 0.004 -1.816 -0.526
C 0.659 0.695 -0.665
H 0.972 0.072 2.267
N -1.332 1.360 0.281
H 1.098 -1.886 -1.127
N 1.539 0.951 -1.378
H -0.092 -1.509 2.040
H 2.137 0.121 -1.737
H -2.074 0.871 -0.349
```


c) Computed, not measured: an isolated molecule of C4H8N4, with ωB97M-V/def2-TZVPD.

## Properties
gap between HOMO and LUMO: 8.338 eV
highest occupied orbital energy: -7.51 eV
SMILES: [H]/N=C1\C(N)=C(N)[C@H]1N
LUMO level: 0.824 eV

XYZ file:
```
16
C4H8N4 ωB97M-V/def2-TZVPD
C 0.378 0.078 -0.748
C 1.031 -0.443 0.476
N 0.952 0.719 -1.812
H 1.426 -1.456 0.416
N -1.095 -0.865 2.073
N 1.962 0.425 1.139
C -0.611 -0.593 0.947
H -2.104 -0.305 -2.031
N -2.137 -0.007 -1.064
H 2.326 -0.007 1.979
H 1.521 1.301 1.400
H -2.921 -0.427 -0.584
H -2.086 -0.646 2.179
H 1.909 1.004 -1.676
H 0.376 1.377 -2.315
C -0.926 -0.158 -0.380
```


d) Computed, not measured: an isolated molecule of C4H8N4, with ωB97M-V/def2-TZVPD.

## Properties
gap between HOMO and LUMO: 10.082 eV
highest occupied orbital energy: -9.30 eV
SMILES: [H]/N=C/N/C=N/C(C)=N/[H]
LUMO level: 0.785 eV

XYZ file:
```
16
C4H8N4 ωB97M-V/def2-TZVPD
H 1.549 -1.774 -0.740
H -3.597 0.083 0.653
C 0.493 -0.095 -0.233
N 3.116 1.064 0.191
H 4.149 0.949 0.656
H -2.382 -1.181 1.212
H 3.454 -1.030 0.112
H -3.178 -1.227 -0.264
H -2.213 2.387 -0.312
N -1.586 1.552 -0.604
C -1.684 0.296 -0.210
C -2.803 -0.478 0.428
N -0.594 -0.575 -0.609
N 1.699 -0.739 -0.546
H 0.708 0.930 0.343
C 2.868 -0.162 -0.077
```


Which of them is the most stable? Correct choice: c).


a) Computed, not measured: an isolated molecule of C4H8N4, with ωB97M-V/def2-TZVPD.

## Properties
gap between HOMO and LUMO (spin up / spin down): 8.249 / 8.247 eV
highest occupied orbital energy (spin up / spin down): -7.55 / -7.55 eV
LUMO level (spin up / spin down): 0.695 / 0.693 eV

XYZ file:
```
16
C4H8N4 ωB97M-V/def2-TZVPD
H -2.325 -0.712 1.825
H -0.199 0.112 2.305
H 0.610 0.252 -3.463
H 0.588 -0.965 -0.207
H -1.799 -1.711 0.274
N 0.808 -0.837 0.753
H 2.346 -0.080 1.822
N 1.867 -0.016 0.867
N 1.640 1.318 0.791
C 0.399 0.644 -2.421
H -0.618 0.747 -2.106
H 1.220 2.869 -0.300
C -1.539 -0.961 1.069
C 1.196 1.224 -1.585
N 1.315 1.762 -0.355
C -0.334 -0.570 1.431
```


b) Computed, not measured: an isolated molecule of C4H8N4, with ωB97M-V/def2-TZVPD.

## Properties
gap between HOMO and LUMO: 9.060 eV
highest occupied orbital energy: -8.39 eV
SMILES: NN1C=NN[C@H]2C[C@@H]21
LUMO level: 0.673 eV

XYZ file:
```
16
C4H8N4 ωB97M-V/def2-TZVPD
N -2.189 -0.743 0.182
H -0.199 -2.767 0.394
H -2.745 -0.174 -0.720
C -0.131 1.687 0.002
C 0.908 0.532 0.324
H -2.254 0.289 0.824
H 3.166 -0.194 0.125
N 1.517 -1.403 0.006
N 2.090 -0.138 -0.227
H 0.647 0.570 1.520
H -0.561 1.776 1.203
H 0.458 0.315 -1.607
H 0.020 2.496 -0.827
C 0.214 -1.741 0.039
N -0.850 -0.860 -0.534
C -0.090 0.355 -0.704
```


Which of them is the most stable? Correct choice: a).


a) Computed, not measured: a 3-piece molecular cluster, C4H11NO4 overall, with ωB97M-V/def2-TZVPD.

## Properties
gap between HOMO and LUMO: 9.870 eV
highest occupied orbital energy: -9.31 eV
SMILES: N[C@H](C=O)CC=O.O.O
LUMO level: 0.563 eV

XYZ file:
```
20
C4H11NO4 ωB97M-V/def2-TZVPD
O -0.768 -0.787 -2.253
H -1.473 2.201 0.263
N -0.738 2.347 -0.425
H 1.708 -2.161 1.732
H -2.202 0.138 -1.151
O 1.836 -2.276 0.795
O -2.173 -1.712 0.661
C 0.464 0.316 0.240
C -1.172 0.072 -1.514
C 1.803 0.877 0.569
C -0.215 1.100 -0.935
H 0.645 -0.689 -0.149
H 0.605 1.314 -1.626
H 2.562 -1.637 0.659
H 2.086 1.853 0.134
H -1.110 2.994 -1.096
H -0.128 0.152 1.139
H -2.680 -2.053 1.419
H -1.624 -2.364 0.220
O 2.574 0.318 1.320
```


b) Computed, not measured: C4H11NO4 as an isolated structure, with ωB97M-V/def2-TZVPD.

## Properties
gap between HOMO and LUMO (spin up / spin down): 6.801 / 6.802 eV
highest occupied orbital energy (spin up / spin down): -7.53 / -7.53 eV
LUMO level (spin up / spin down): -0.732 / -0.731 eV

XYZ file:
```
20
C4H11NO4 ωB97M-V/def2-TZVPD
H -2.185 0.713 -2.051
H 0.408 -1.156 0.918
H 2.088 -2.077 0.170
O -0.629 -0.829 0.814
H 2.208 -1.306 1.874
H -2.763 -0.273 -0.691
C -0.892 0.137 1.844
H -0.342 1.055 1.631
H -1.964 0.318 1.869
N 1.269 1.311 -1.811
H -0.561 -0.278 2.796
C -2.009 0.449 -1.010
C -0.654 -0.189 -0.923
H 1.340 0.411 -2.300
H 2.187 1.527 -1.422
H -2.052 1.335 -0.385
O 0.408 1.139 -0.746
O 2.297 -0.057 0.263
C 2.086 -1.162 0.785
O -0.240 -1.068 -1.625
```


Which of them is the most stable? Correct choice: a).


a) Computed, not measured: an isolated ion of composition C5H10O and charge +1, with ωB97M-V/def2-TZVPD.

## Properties
gap between HOMO and LUMO (spin up / spin down): 10.666 / 6.298 eV
highest occupied orbital energy (spin up / spin down): -15.65 / -15.47 eV
multiplicity: 2
charge: +1
⟨S²⟩: 0.76
LUMO level (spin up / spin down): -4.987 / -9.169 eV

XYZ file:
```
16
C5H10O ωB97M-V/def2-TZVPD
H -1.605 2.436 -1.127
H 1.095 -3.419 -0.320
H -1.734 2.237 0.566
H 1.458 -1.977 1.264
C -0.189 1.011 -0.218
H -0.915 -0.479 1.015
H 0.570 1.151 -1.020
H -0.204 -1.862 -1.064
H 1.372 -1.033 -0.844
C 0.940 -2.588 0.527
H 0.033 -2.952 1.175
O -0.349 3.490 -0.107
C -1.092 2.196 -0.200
C -0.232 -0.261 0.234
C 0.488 -1.465 -0.397
H 0.364 3.516 0.516
```


b) Computed, not measured: C5H10O as an isolated structure, with ωB97M-V/def2-TZVPD.

## Properties
gap between HOMO and LUMO (spin up / spin down): 9.867 / 8.491 eV
highest occupied orbital energy (spin up / spin down): -16.09 / -16.61 eV
multiplicity: 2
charge: +1
⟨S²⟩: 0.76
LUMO level (spin up / spin down): -6.219 / -8.114 eV

XYZ file:
```
16
C5H10O ωB97M-V/def2-TZVPD
C -0.970 -0.202 0.485
C 0.878 1.122 -0.383
H -0.598 0.882 1.132
O -0.444 -0.020 1.759
C -2.226 0.198 0.037
H 1.288 1.266 0.637
H 0.796 -2.385 -0.026
H -0.134 -0.417 -1.500
H 1.605 -1.250 0.916
H 2.114 -1.401 -0.693
H 0.129 1.927 -0.488
C 1.202 -1.381 -0.096
H -2.748 1.090 0.409
C 0.251 -0.277 -0.477
H -2.852 -0.424 -0.619
H 1.709 1.271 -1.093
```


Which of them is the most stable? Correct choice: a).


a) Computed, not measured: a 3-piece molecular cluster, C8H14O overall, with ωB97M-V/def2-TZVPD.

## Properties
gap between HOMO and LUMO (spin up / spin down): 7.504 / 6.831 eV
highest occupied orbital energy (spin up / spin down): -6.69 / -6.34 eV
LUMO level (spin up / spin down): 0.810 / 0.494 eV

XYZ file:
```
23
C8H14O ωB97M-V/def2-TZVPD
C -0.701 0.264 -1.680
H -3.147 1.768 2.489
H 3.523 0.346 0.236
H 0.820 1.426 0.268
H 0.484 0.187 1.596
H -1.769 0.409 -1.856
H -2.182 0.206 2.527
H -0.359 -0.518 -2.363
H -1.136 -1.590 1.214
C -0.481 -0.180 -0.270
H -2.075 -1.609 -0.297
C -1.082 -1.481 0.133
C 0.316 0.526 0.585
C -1.689 1.526 0.956
H -1.849 2.469 0.434
H 3.064 0.497 -1.453
H 4.078 -0.891 -0.938
O 1.923 -2.200 -0.423
C 3.255 -0.225 -0.656
H -0.176 1.190 -1.908
H -0.429 -2.276 -0.249
C -2.366 1.158 2.028
C 1.978 -1.003 -0.373
```


b) Computed, not measured: an isolated molecule of C8H14O, with ωB97M-V/def2-TZVPD.

## Properties
gap between HOMO and LUMO: 10.223 eV
highest occupied orbital energy: -9.38 eV
SMILES: C=C([C@H]1CO1)C(C)(C)C
LUMO level: 0.838 eV

XYZ file:
```
23
C8H14O ωB97M-V/def2-TZVPD
O 2.565 1.381 -0.944
C 1.166 0.966 -0.922
H 1.474 -2.155 0.528
H -0.126 -1.177 2.049
C -1.549 0.760 -0.427
H -1.189 1.719 -0.066
H -0.489 0.560 2.034
H 2.765 -1.062 -0.210
H 0.668 1.198 -1.861
C -0.778 -0.412 1.625
H -1.579 0.773 -1.514
C 1.702 2.108 -0.132
H -2.304 -1.793 -0.241
C -1.246 -1.707 -0.475
H -2.568 0.637 -0.066
C 0.830 -0.319 -0.297
H 1.824 1.960 0.937
H -0.732 -2.566 -0.056
C -0.690 -0.397 0.094
H 1.467 3.119 -0.458
C 1.725 -1.234 0.024
H -1.132 -1.732 -1.556
H -1.804 -0.627 1.935
```


c) Computed, not measured: a 2-piece molecular cluster, C8H14O overall, with ωB97M-V/def2-TZVPD.

## Properties
gap between HOMO and LUMO: 10.541 eV
highest occupied orbital energy: -9.62 eV
SMILES: C=C1OC1(C)C.C=CC
LUMO level: 0.918 eV

XYZ file:
```
23
C8H14O ωB97M-V/def2-TZVPD
H -2.629 1.426 1.181
H -1.462 2.348 0.226
C 0.761 -0.603 -1.716
H -0.800 -0.416 -3.100
H -0.073 -1.111 2.371
H -1.802 -0.725 2.435
C 0.749 1.046 1.037
C -0.144 0.081 -2.399
H 1.943 -2.360 -1.957
H -1.097 -1.354 0.940
C -0.635 0.711 1.364
H -0.172 1.159 -2.405
H 1.958 1.818 2.070
H -2.021 0.730 -0.307
C 0.921 -2.086 -1.688
H 0.781 -2.473 -0.677
C 2.021 1.220 1.077
H 1.447 -0.046 -1.094
H 0.224 -2.580 -2.364
H 2.744 1.029 0.310
C -1.746 1.348 0.547
O -0.056 1.554 2.344
C -0.913 -0.716 1.804
```


Which of them is the most stable? Correct choice: b).